(1)
{"formula": "C36H36BrIN5O4PS2V", "method": "the ωB97M-V functional and the def2-TZVPD basis", "homo_energy_ev": [-12.17, -11.54], "charge": 2, "s_squared": 0.768, "multiplicity": 2, "orbital_gap_ev": [6.843, 6.218], "species": ["C", "C", "C", "C", "H", "Br", "C", "N", "C", "C", "C", "C", "N", "H", "H", "C", "C", "H", "H", "C", "H", "H", "H", "C", "C", "C", "H", "O", "H", "H", "H", "C", "H", "C", "H", "H", "H", "C", "S", "H", "H", "C", "C", "H", "C", "C", "O", "N", "H", "H", "H", "H", "H", "N", "H", "C", "S", "V", "C", "C", "O", "N", "C", "C", "H", "I", "H", "C", "O", "H", "C", "P", "H", "C", "H", "H", "C", "C", "H", "H", "C", "C", "C", "C", "H", "H", "H"], "xyz": [[-4.107, 1.630, -0.961], [1.793, -3.011, 2.539], [-1.486, 2.471, -0.783], [-2.191, 4.789, -0.390], [0.704, -4.078, -2.589], [1.294, -0.504, -3.009], [-0.132, 2.906, -0.725], [0.037, 0.558, 3.585], [-0.332, -0.063, 4.836], [-1.344, -2.415, -1.911], [-2.258, -3.448, -2.072], [2.082, 2.373, -0.935], [0.829, 1.971, -0.874], [-0.853, -0.998, 4.649], [-0.657, -2.211, -2.717], [-2.992, 0.788, -1.174], [3.996, -0.746, 0.680], [4.815, 2.240, -1.719], [5.665, -1.217, -0.599], [-0.904, 5.206, -0.381], [-0.303, -6.211, 0.075], [-3.788, -3.077, 0.892], [6.867, 5.935, -0.918], [-5.457, 1.127, -1.020], [2.635, -0.512, 0.716], [1.513, 4.669, -0.596], [-1.044, -0.791, 2.529], [1.926, -4.192, -0.894], [-4.657, 3.659, -0.501], [1.492, -5.631, -2.277], [-3.169, -0.241, -1.462], [-0.415, 0.110, 2.427], [7.090, 3.452, -1.703], [-7.293, -0.285, -1.216], [-7.816, -1.209, -1.382], [2.456, -4.258, -2.865], [1.384, -3.857, 3.099], [4.605, -1.027, -0.537], [-6.821, 2.179, -0.736], [1.876, 1.427, 4.067], [-3.878, -4.518, -1.144], [-3.844, 2.967, -0.668], [-3.156, -3.722, -1.051], [-8.972, 1.090, -0.855], [-5.897, -0.157, -1.259], [2.484, -0.756, -1.539], [-0.202, -4.204, 0.537], [-1.275, -1.652, -0.823], [-0.990, 0.596, 5.404], [2.132, -0.280, 1.643], [1.048, -2.210, 2.518], [1.112, -5.741, 1.038], [-0.659, 6.248, -0.240], [-1.733, 1.165, -1.044], [4.240, -1.236, -2.663], [-2.158, -1.907, 0.143], [4.496, 5.636, -0.527], [0.004, 0.104, -0.696], [4.935, 3.251, -1.370], [0.047, -5.565, 0.880], [2.138, -3.404, 1.229], [1.869, -0.530, -0.380], [3.901, 4.046, -0.926], [0.171, 4.282, -0.562], [1.771, 5.711, -0.490], [-2.264, -4.553, -3.868], [0.553, -0.259, 5.442], [6.085, 5.203, -0.967], [-0.176, 0.624, 1.326], [-2.150, -1.237, 0.990], [-2.526, 3.418, -0.613], [1.026, -3.229, 0.043], [-5.239, -0.981, -1.463], [3.824, -1.034, -1.689], [1.003, 2.164, 2.684], [0.464, 2.456, 4.353], [-3.100, -2.921, 0.076], [1.618, -4.549, -2.230], [2.704, -2.663, 3.024], [-3.002, 5.487, -0.244], [6.172, 3.909, -1.386], [-7.920, 0.894, -0.944], [0.897, 1.719, 3.675], [2.503, 3.714, -0.814], [4.573, -0.713, 1.590], [2.841, 1.616, -1.080], [-0.511, -5.787, 1.789]], "forces_ev_per_a": [[0.87, 0.64, 0.06], [-0.01, -0.06, 0.14], [-0.63, 0.88, 0.05], [0.33, 0.23, 0.04], [-0.06, 0.05, -0.06], [0.34, -0.02, -0.05], [-0.12, 0.92, 0.07], [0.08, 0.04, -0.35], [-0.23, -0.16, 0.37], [-0.23, -0.45, -0.63], [-0.03, -0.20, -0.35], [0.59, 0.40, 0.07], [0.07, 0.68, -0.28], [-0.01, -0.06, 0.02], [0.06, 0.05, 0.07], [-0.69, 0.06, -0.03], [0.10, -0.01, -0.22], [-0.08, -0.21, -0.02], [0.12, -0.05, 0.00], [-0.37, 0.01, 0.03], [-0.02, -0.02, -0.01], [-0.02, 0.04, 0.10], [0.18, 0.11, 0.08], [-1.06, -0.28, -0.02], [0.22, 0.10, 0.11], [0.16, -0.58, -0.15], [0.15, 0.21, -0.05], [0.19, 0.05, 0.01], [-0.01, 0.12, 0.01], [-0.01, 0.04, -0.06], [0.05, 0.09, 0.08], [-0.22, -0.27, 0.63], [0.21, -0.06, -0.10], [-0.43, 0.10, 0.03], [-0.11, -0.14, -0.03], [-0.10, -0.04, -0.03], [0.02, 0.09, -0.02], [-0.39, 0.06, 0.08], [0.38, -0.49, -0.14], [-0.07, 0.04, -0.07], [-0.08, -0.07, 0.02], [0.13, -0.58, -0.16], [0.21, 0.16, -0.11], [-0.19, -0.04, 0.00], [0.47, 0.58, 0.09], [0.19, -0.01, 0.04], [0.39, 0.77, -0.28], [-0.51, 0.03, -0.17], [0.00, 0.01, 0.01], [-0.02, -0.04, 0.01], [-0.05, 0.08, 0.18], [-0.08, -0.04, 0.05], [-0.02, 0.11, 0.02], [-0.38, 0.36, 0.23], [0.04, 0.03, -0.08], [-0.39, 0.00, 0.24], [-0.08, -0.60, -0.19], [-1.29, -0.46, -0.22], [-0.62, 0.22, 0.17], [0.09, -0.40, 0.15], [0.03, 0.01, 0.00], [2.02, -0.23, 0.06], [0.99, 0.37, -0.03], [-0.05, -0.71, -0.02], [0.00, 0.17, 0.02], [0.02, 0.30, 0.50], [0.02, -0.03, -0.10], [-0.19, -0.08, -0.01], [-0.08, -0.10, -0.20], [0.02, 0.00, 0.02], [0.35, -0.53, -0.05], [0.04, -1.61, 0.41], [0.17, -0.21, -0.05], [-0.08, -0.10, -0.03], [0.05, -0.04, 0.15], [-0.02, -0.05, -0.03], [0.11, 0.07, 0.00], [0.02, -0.08, -0.18], [-0.10, 0.03, 0.10], [-0.03, 0.12, -0.01], [0.30, 0.37, 0.06], [0.19, 0.07, 0.02], [0.20, 0.35, -0.18], [-1.01, -0.07, 0.05], [0.04, 0.01, 0.10], [-0.03, -0.01, 0.05], [0.05, -0.05, -0.03]]}

(2)
{"formula": "C36H36F5N5SSn", "method": "the ωB97M-V functional and the def2-TZVPD basis", "homo_energy_ev": -8.07, "charge": 0, "relative_energy_kj_mol": 0.0, "multiplicity": 1, "orbital_gap_ev": 5.848, "species": ["C", "H", "C", "C", "F", "H", "C", "H", "H", "C", "H", "H", "H", "C", "H", "H", "H", "C", "H", "C", "F", "H", "H", "C", "H", "C", "C", "H", "H", "H", "C", "H", "C", "H", "H", "C", "C", "C", "C", "C", "C", "H", "H", "C", "H", "F", "C", "H", "N", "C", "N", "C", "H", "H", "H", "C", "C", "Sn", "C", "C", "S", "H", "N", "H", "H", "C", "C", "C", "C", "F", "H", "H", "F", "H", "C", "C", "C", "N", "C", "C", "H", "H", "H", "N"], "xyz": [[3.660, -2.135, 0.711], [-2.836, -0.518, -1.215], [-0.252, -3.885, 3.239], [-2.579, 3.534, -3.073], [3.346, 2.091, 2.647], [-2.815, 4.583, -2.979], [-1.594, 3.732, -0.810], [0.287, 4.409, 0.066], [-1.503, 2.312, 0.851], [1.734, -4.163, 1.938], [-3.342, 3.393, -5.066], [-3.559, -1.355, -3.492], [-1.905, 3.978, 1.301], [1.411, -3.059, 1.167], [3.083, -4.559, -0.538], [4.378, -1.872, -0.063], [-2.085, 4.702, -0.940], [2.342, 2.798, 3.197], [-1.155, -1.053, -2.667], [-2.875, 2.869, -4.247], [3.778, 4.657, 3.387], [3.270, -3.290, -1.745], [-1.504, -2.357, 5.061], [-3.132, -2.750, 2.771], [-0.814, -0.850, 4.470], [2.351, -2.608, 0.076], [0.197, -2.392, 1.417], [-2.702, 1.032, -5.315], [-0.873, -4.207, 4.060], [-3.982, -2.092, 2.937], [-1.979, 2.886, -2.003], [3.472, -1.257, 1.337], [-1.370, -1.340, 0.107], [-3.111, 2.967, 0.512], [-3.181, -3.567, 3.484], [-0.349, -0.603, -4.571], [4.081, -0.381, -3.129], [1.103, 2.176, 3.376], [-1.664, -1.517, 4.391], [0.901, -4.591, 2.955], [2.566, 4.119, 3.550], [-0.005, -1.624, -4.718], [-0.621, -0.186, -5.535], [-2.051, 3.206, 0.548], [-2.931, -1.195, -5.133], [-0.740, 5.016, 4.736], [2.610, -3.685, -0.976], [2.645, -4.703, 1.734], [-0.172, -1.353, 0.572], [-1.827, -1.967, 2.939], [5.937, -2.023, -2.541], [0.277, 4.288, 4.260], [4.098, -2.913, 1.333], [-2.036, -2.187, 0.264], [0.459, 3.055, -1.082], [0.079, 2.959, 3.924], [-1.729, 1.507, -2.109], [1.116, 0.845, 0.351], [3.410, 0.229, -2.134], [-0.630, -2.776, 2.496], [0.855, 0.510, 2.982], [1.678, -3.991, -1.447], [2.806, 0.742, -1.265], [-2.372, -2.507, -4.100], [-3.223, -3.179, 1.775], [-1.865, -0.315, -0.758], [1.523, 4.880, 4.070], [-2.673, -1.463, -4.112], [-2.525, 1.540, -4.381], [-1.133, 2.422, 4.105], [-1.888, -1.057, 2.333], [1.167, -5.460, 3.540], [1.709, 6.170, 4.371], [0.150, 4.675, -1.677], [5.119, -1.263, -2.812], [-0.082, 3.983, -0.869], [-1.525, -0.595, -3.591], [-1.238, 0.775, -1.027], [-1.969, 0.829, -3.327], [3.673, -0.211, -4.455], [0.479, -0.021, -4.175], [1.897, -1.747, -0.437], [-2.552, -0.974, 4.705], [3.300, -0.078, -5.535]], "forces_ev_per_a": [[-0.13, 0.28, -0.14], [0.07, 0.02, -0.07], [0.03, -0.07, -0.02], [0.00, -0.11, -0.02], [-0.10, 0.30, 0.18], [-0.01, 0.13, 0.03], [0.18, -0.02, 0.13], [0.04, -0.02, 0.01], [-0.05, 0.07, 0.10], [-0.06, 0.00, 0.02], [-0.05, 0.06, -0.10], [-0.17, -0.02, 0.03], [0.04, -0.01, 0.12], [-0.30, 0.18, -0.16], [0.06, -0.11, 0.04], [0.10, 0.05, -0.01], [0.00, -0.10, -0.07], [-0.25, -0.15, -0.06], [-0.06, 0.06, -0.29], [0.13, -0.07, -0.04], [-0.20, 0.03, -0.01], [0.09, -0.03, -0.07], [-0.10, -0.13, 0.09], [0.12, 0.17, -0.11], [0.07, 0.05, 0.13], [0.15, 0.13, 0.03], [0.39, -1.20, 0.82], [-0.02, -0.05, -0.16], [-0.10, 0.01, 0.13], [-0.13, 0.01, 0.08], [-0.13, 0.11, 0.11], [0.15, -0.06, 0.08], [1.11, -0.85, 0.72], [-0.15, -0.10, 0.10], [-0.04, -0.14, 0.10], [-0.02, -0.07, 0.30], [0.34, -0.17, -0.36], [0.15, 0.70, 0.12], [0.03, 0.13, -0.19], [0.03, 0.05, -0.04], [0.01, 0.11, 0.02], [0.09, -0.09, -0.10], [-0.06, 0.06, -0.15], [0.09, -0.03, -0.13], [-0.09, 0.02, -0.11], [0.18, -0.06, -0.02], [-0.18, 0.24, 0.00], [0.14, -0.04, -0.03], [-0.68, 1.15, -0.92], [-0.24, -0.06, 0.14], [0.36, -0.26, 0.14], [-0.02, 0.10, -0.06], [0.05, -0.04, 0.05], [0.06, 0.00, 0.16], [-0.03, 0.19, 0.06], [0.31, -0.07, -0.24], [-0.58, 0.46, -0.94], [-0.63, 0.33, 0.65], [-1.12, 0.72, 1.38], [0.20, 0.24, -0.18], [0.01, -0.86, -0.31], [-0.08, -0.12, -0.06], [0.79, -0.45, -0.59], [0.00, -0.17, -0.10], [-0.06, -0.09, -0.12], [-0.33, 1.62, -0.72], [0.03, -0.18, -0.03], [0.20, 0.05, 0.25], [-0.12, 0.08, 0.05], [0.07, 0.15, 0.04], [-0.01, -0.08, 0.17], [-0.02, -0.04, 0.03], [-0.02, -0.31, -0.03], [0.08, 0.02, -0.05], [0.34, -0.36, 0.13], [-0.02, 0.01, -0.01], [0.05, -0.14, -0.18], [0.06, -1.23, 0.81], [0.20, 0.07, 0.28], [-0.29, 0.09, -0.53], [0.15, 0.06, -0.03], [0.11, -0.23, -0.03], [-0.13, 0.05, 0.12], [-0.11, 0.07, -0.36]]}

Record-wise electronic energy values, in eV: -188336.3724, -75618.5729